[1]
The following is a quantum chemistry calculation of a molecular structure, C21H16N4O5Pt in a non-equilibrium geometry, from the OMol25 dataset.

Properties
2S+1: 5
<S²>: 6.051
Gap between HOMO and LUMO (spin up / spin down), eV: 5.50 / 3.36
Charge: +2
Lowest unoccupied orbital energy (spin up / spin down), eV: -7.405 / -11.313
HOMO (spin up / spin down), eV: -12.91 / -14.67
Molecular weight, g mol⁻¹: 599.46

Last column: Mulliken spin population.
CARTESIAN COORDINATES (ANGSTROEM)
Pt 11.873 7.125 5.065  0.457
C 11.657 3.550 7.248  -0.004
C 11.311 4.763 6.470  0.402
N 12.320 5.559 6.089  0.294
N 13.598 5.235 6.365  0.236
C 14.424 6.224 5.942  0.251
O 13.993 7.252 5.314  0.256
C 15.819 5.981 6.088  0.195
C 16.449 5.520 7.285  0.019
C 17.802 5.806 7.465  0.234
C 18.599 6.275 6.418  0.266
C 18.016 6.541 5.204  -0.026
C 16.645 6.382 5.046  0.181
C 9.992 5.136 6.003  0.128
C 8.784 4.460 6.106  0.149
C 7.677 4.907 5.406  -0.022
C 7.707 6.131 4.770  0.140
C 8.936 6.763 4.638  -0.003
N 10.044 6.292 5.257  0.137
H 12.736 3.317 7.173  0.011
H 11.046 2.721 6.839  0.015
H 11.417 3.634 8.296  0.037
H 15.941 4.970 8.067  0.004
H 18.372 5.574 8.399  0.005
H 19.701 6.346 6.489  0.000
H 18.596 6.858 4.355  0.005
H 16.202 6.656 4.104  0.003
H 8.781 3.536 6.688  0.010
H 6.755 4.291 5.459  0.001
H 6.840 6.453 4.194  0.002
H 9.053 7.693 4.054  0.014
O 10.032 9.500 3.250  0.119
C 11.220 9.582 3.633  -0.024
O 12.033 8.528 3.670  0.494
C 11.843 10.882 3.960  0.015
C 10.937 11.932 3.892  -0.006
C 11.307 13.245 4.179  0.006
C 12.658 13.482 4.481  -0.002
C 13.550 12.449 4.591  -0.001
C 13.121 11.172 4.344  0.002
N 12.957 14.837 4.770  0.000
O 11.972 15.617 4.767  0.001
O 14.128 15.146 5.020  -0.001
H 9.937 11.633 3.573  0.002
H 10.598 14.093 4.037  0.000
H 14.591 12.705 4.785  0.000
H 13.912 10.446 4.336  -0.001



[2]
The following is a quantum chemistry calculation of a molecular structure, C21H16N8O6SV, from the OMol25 dataset.

Properties
Gap between HOMO and LUMO, eV: 5.33
Relative energy (zero: lowest compared OMol25 entry of this formula, charge and spin), kcal per mole: 0.0
Charge: +3
Lowest unoccupied orbital energy, eV: -12.873
HOMO, eV: -18.20
Molecular weight, g mol⁻¹: 559.42

Last column: natural (NBO) charge in e.
CARTESIAN COORDINATES (ANGSTROEM)
V 0.035 -0.128 -1.491  1.130
C -1.127 3.675 -3.055  -0.697
C -1.157 2.340 -2.427  0.453
N -0.136 1.570 -2.284  -0.192
N 1.162 1.412 -2.524  -0.257
C 1.335 0.521 -3.605  0.323
N 2.409 0.626 -4.315  -0.639
S 0.165 -0.752 -3.708  0.274
C -2.341 1.633 -1.924  0.100
C -3.614 2.144 -1.914  -0.134
C -4.658 1.321 -1.469  -0.078
C -4.368 0.038 -1.056  -0.177
C -3.046 -0.409 -1.078  0.111
N -2.050 0.363 -1.507  -0.432
H -0.117 3.974 -3.325  0.275
H -1.545 4.404 -2.355  0.302
H -1.766 3.676 -3.943  0.300
H 3.038 1.415 -4.185  0.462
H 2.642 -0.052 -5.035  0.465
H -3.809 3.156 -2.246  0.271
H -5.675 1.691 -1.454  0.281
H -5.146 -0.632 -0.714  0.283
H -2.792 -1.406 -0.745  0.247
N 3.059 -5.632 -1.066  -0.125
C 3.097 -4.492 -0.943  0.189
C 3.106 -3.061 -0.842  -0.136
C 4.229 -2.347 -0.422  -0.033
C 4.155 -0.964 -0.353  -0.218
C 2.979 -0.331 -0.703  0.067
N 1.896 -1.023 -1.112  -0.474
C 1.957 -2.364 -1.172  0.088
H 5.136 -2.873 -0.152  0.281
H 5.001 -0.376 -0.025  0.278
H 2.876 0.744 -0.650  0.241
H 1.071 -2.902 -1.489  0.238
O -0.466 -1.132 0.044  -0.571
C -0.142 -0.154 0.846  0.798
O 0.287 0.869 0.179  -0.568
C -0.243 -0.218 2.265  -0.179
C -0.710 -1.393 2.876  -0.135
C -0.791 -1.417 4.245  0.103
C -0.428 -0.335 5.034  -0.081
C 0.028 0.809 4.394  0.018
C 0.132 0.899 3.029  -0.094
N 0.421 1.989 5.211  0.528
O 0.801 2.958 4.591  -0.346
O 0.335 1.870 6.404  -0.290
N -1.290 -2.657 4.901  0.514
O -1.601 -3.561 4.156  -0.345
O -1.325 -2.652 6.103  -0.290
H -1.004 -2.268 2.313  0.279
H -0.500 -0.381 6.114  0.316
H 0.493 1.816 2.583  0.280



[3]
The following is a quantum chemistry calculation of a molecular structure, C21H17BrCoN6O6S in a non-equilibrium geometry, from the OMol25 dataset.

Properties
Gap between HOMO and LUMO (spin up / spin down), eV: 7.38 / 7.60
Relative energy (zero: lowest compared OMol25 entry of this formula, charge and spin), kcal per mole: 26.8
Charge: +1
Lowest unoccupied orbital energy (spin up / spin down), eV: -4.184 / -3.950
HOMO (spin up / spin down), eV: -11.57 / -11.55
Molecular weight, g mol⁻¹: 620.31

Last column: natural (NBO) charge in e.
CARTESIAN COORDINATES (ANGSTROEM)
Co 0.648 -0.361 -0.058  1.360
C -1.419 1.278 3.695  -0.689
C -0.960 0.502 2.502  0.275
N -0.728 0.942 1.338  -0.253
N -0.868 2.248 1.012  -0.414
C -0.585 2.580 -0.262  0.328
N -0.755 3.856 -0.601  -0.747
S -0.064 1.437 -1.394  -0.022
C -0.716 -0.966 2.605  0.148
C -0.793 -1.658 3.794  -0.222
C -0.577 -3.032 3.773  -0.132
C -0.328 -3.654 2.568  -0.231
C -0.257 -2.876 1.419  0.106
N -0.427 -1.562 1.441  -0.462
H -1.770 2.279 3.454  0.218
H -0.603 1.371 4.415  0.258
H -2.241 0.758 4.187  0.257
H -1.122 2.941 1.700  0.395
H -1.094 4.551 0.042  0.410
H -0.526 4.148 -1.536  0.434
H -1.014 -1.148 4.722  0.232
H -0.613 -3.602 4.692  0.238
H -0.175 -4.722 2.505  0.242
H -0.050 -3.308 0.450  0.223
O 2.122 -0.299 -1.318  -0.567
C 2.196 -0.862 -2.420  0.462
C 1.191 -1.672 -3.008  -0.347
C 1.423 -2.215 -4.286  -0.078
C 0.467 -2.997 -4.853  -0.044
C -0.740 -3.267 -4.191  -0.100
C -0.973 -2.748 -2.946  -0.304
C -0.007 -1.939 -2.315  0.515
O -0.282 -1.501 -1.117  -0.705
N 0.701 -3.573 -6.188  0.536
O -0.191 -4.245 -6.664  -0.362
O 1.756 -3.316 -6.731  -0.368
H 3.120 -0.709 -2.986  0.181
H 2.346 -2.018 -4.817  0.258
H -1.476 -3.888 -4.682  0.261
H -1.898 -2.942 -2.421  0.240
Br 5.619 3.129 4.166  0.103
C 5.000 1.434 3.642  -0.147
C 5.546 0.291 4.212  0.047
N 5.152 -0.941 3.892  -0.385
C 4.188 -1.060 2.983  0.080
C 3.585 0.029 2.369  -0.218
C 4.000 1.311 2.703  -0.143
C 2.477 -0.176 1.417  0.779
O 2.138 -1.316 1.024  -0.653
O 1.785 0.805 0.982  -0.672
H 6.333 0.376 4.953  0.217
H 3.877 -2.065 2.725  0.217
H 3.554 2.176 2.231  0.245



[4]
The following is a quantum chemistry calculation of a molecular structure, C21H17BrN3O2Zr in a non-equilibrium geometry, from the OMol25 dataset.

Properties
2S+1: 2
<S²>: 0.755
Gap between HOMO and LUMO (spin up / spin down), eV: 5.66 / 7.71
Relative energy (zero: lowest compared OMol25 entry of this formula, charge and spin), kcal per mole: 3.6
Charge: +2
Lowest unoccupied orbital energy (spin up / spin down), eV: -6.313 / -6.387
HOMO (spin up / spin down), eV: -11.97 / -14.10
Molecular weight, g mol⁻¹: 514.51

Last column: Mulliken spin population.
CARTESIAN COORDINATES (ANGSTROEM)
Zr 0.725 -0.311 -0.097  0.740
O 1.964 -3.773 -4.606  0.010
C 1.839 -2.641 -3.860  0.033
C 1.062 -1.524 -4.271  -0.009
C 1.027 -0.430 -3.423  0.027
N 1.637 -0.451 -2.188  0.036
C 2.363 -1.543 -1.796  0.042
Br 3.410 -1.389 -0.105  0.026
C 2.471 -2.684 -2.600  0.067
H 1.565 -3.707 -5.497  0.000
H 0.542 -1.469 -5.216  0.001
H 0.575 0.507 -3.722  0.006
H 3.019 -3.538 -2.226  -0.001
C 0.489 -3.630 2.895  0.007
C 0.430 -2.902 4.080  0.000
C 0.283 -1.524 4.021  0.005
C 0.304 -0.864 2.789  -0.004
N 0.392 -1.601 1.611  0.042
C 0.416 -2.971 1.705  -0.007
C 0.358 0.559 2.612  -0.059
C 0.001 1.387 3.716  -0.004
C -0.061 2.760 3.592  0.019
C 0.354 3.345 2.401  -0.007
C 0.781 2.573 1.328  0.004
C 0.751 1.183 1.384  -0.006
H 0.609 -4.710 2.922  0.001
H 0.530 -3.388 5.038  0.000
H 0.223 -0.954 4.941  0.001
H 0.412 -3.512 0.755  -0.016
H -0.319 0.913 4.632  0.000
H -0.387 3.413 4.402  0.001
H 0.367 4.428 2.305  0.000
H 1.085 3.022 0.388  0.005
O -1.177 -0.120 -0.759  0.023
N -1.874 0.999 -1.236  0.002
C -3.207 1.041 -1.146  0.000
C -3.854 2.252 -1.451  0.001
C -3.072 3.323 -1.806  0.001
C -1.671 3.238 -1.885  0.012
C -1.091 2.011 -1.671  0.013
H -3.728 0.141 -0.823  0.000
H -4.912 2.288 -1.369  0.000
H -3.532 4.270 -2.024  0.000
H -1.082 4.127 -2.067  0.000
H -0.018 1.856 -1.673  -0.010



[5]
The following is a quantum chemistry calculation of a molecular structure, C21H17Cl5Sn in a non-equilibrium geometry, from the OMol25 dataset.

Properties
Gap between HOMO and LUMO, eV: 7.61
Lowest unoccupied orbital energy, eV: -0.597
HOMO, eV: -8.21
Molecular weight, g mol⁻¹: 565.34

Last column: natural (NBO) charge in e.
CARTESIAN COORDINATES (ANGSTROEM)
Sn -0.965 -3.564 -0.727  1.057
C 1.570 3.709 2.445  -0.623
C 0.245 3.108 1.988  -0.013
C -0.579 2.271 2.764  -0.240
C -1.851 1.914 2.351  0.023
C -2.842 1.147 3.282  -0.631
C -2.248 2.169 0.998  -0.240
C -1.314 2.788 0.117  0.003
C -1.639 3.222 -1.278  -0.646
C -0.103 3.277 0.665  -0.181
H 2.435 3.005 2.423  0.216
H 1.505 4.070 3.462  0.215
H 1.857 4.484 1.823  0.215
H -0.357 2.057 3.766  0.202
H -2.469 0.970 4.315  0.217
H -3.122 0.204 2.838  0.215
H -3.754 1.709 3.250  0.218
H -3.136 1.843 0.649  0.196
H -0.792 3.026 -2.007  0.221
H -1.965 4.249 -1.368  0.222
H -2.469 2.664 -1.667  0.214
H 0.527 3.765 -0.091  0.195
Cl -0.330 -4.967 -3.216  0.065
C -0.416 -3.278 -3.621  -0.078
C -0.759 -2.357 -2.636  -0.438
C -0.762 -1.017 -2.905  -0.033
Cl -1.671 0.043 -1.807  0.005
C -0.111 -0.515 -4.039  -0.087
Cl 0.380 1.101 -4.114  0.083
C 0.223 -1.461 -5.119  -0.116
Cl 0.861 -0.839 -6.529  0.101
C -0.042 -2.804 -4.925  -0.073
Cl 0.303 -4.033 -6.106  0.041
C 3.081 -2.749 2.115  -0.215
C 2.346 -1.653 1.639  -0.201
C 1.255 -1.877 0.780  -0.240
C 0.917 -3.145 0.315  -0.485
C 1.640 -4.221 0.810  -0.232
C 2.796 -3.988 1.607  -0.212
H 3.815 -2.613 2.849  0.213
H 2.527 -0.627 2.014  0.216
H 0.707 -0.956 0.478  0.215
H 1.334 -5.271 0.446  0.204
H 3.370 -4.857 1.966  0.212